1.
Here is a structure of composition C49H37ClF9O8S3Ti from OMol25. Energies are from ωB97M-V/def2-TZVPD.

Last column: Löwdin spin population.
CARTESIAN COORDINATES (ANGSTROEM)
Ti 3.344738 2.245147 2.943317  0.0000
Cl 0.715328 -5.400936 0.227262  0.0002
S 3.225825 3.871999 1.624368  0.0000
S -2.722142 1.743859 -0.447769  0.0256
S -0.510563 2.076288 -2.312376  0.0264
F 5.244918 0.519063 0.356887  0.0000
F 6.309927 2.815952 0.567971  0.0000
F 6.710231 3.651233 2.496580  0.0000
F 6.673461 -0.082178 4.252468  0.0000
F 8.380660 0.282185 2.957959  0.0000
F 7.238113 -0.092847 0.802570  0.0000
F 8.200311 2.407320 1.544667  0.0000
F 7.720633 1.845682 4.269661  0.0000
F 5.501906 -0.942131 1.852607  0.0000
O 5.095740 1.725343 3.104409  0.0000
O 1.054306 2.081246 3.089542  0.0001
O 1.422001 3.039275 6.412739  0.0000
O -3.352124 2.346431 -1.690371  0.0000
O 2.435722 -0.128544 3.869138  0.0000
O 2.932084 2.863345 4.725283  0.0000
O 2.785362 0.702778 1.831603  0.0000
O -0.143879 3.343555 -3.008581  0.0041
C -6.055046 1.944385 1.717622  0.0016
C -1.968109 -0.191227 -3.247987  0.0299
C -2.698830 -2.997208 -5.745250  0.0410
C -2.207234 1.210194 -5.757517  0.1219
C 2.372400 -0.867631 -2.630024  0.0006
C -2.272592 -2.310855 -4.612746  -0.0098
C -2.240110 -0.936151 -4.470365  0.0307
C 2.523318 -1.856297 0.617219  0.0009
C -1.406158 -0.387956 0.472221  0.0060
C 0.524838 2.624248 4.296483  0.0000
C -0.571243 1.648624 4.788122  0.0000
C -3.408988 -4.588272 -0.611933  -0.0074
C -3.532766 -2.760545 -2.086482  0.0034
C -6.201176 -0.059124 0.453691  0.0003
C 7.281422 0.851299 3.482253  0.0000
C -8.217949 0.458351 1.801868  0.0000
C 6.026542 0.195458 1.387136  0.0000
C 1.033170 1.103882 -2.178076  0.0136
C -0.119215 3.987877 4.049466  0.0000
C 2.091389 -3.061166 0.112126  0.0012
C -4.215912 1.277129 0.368317  0.0224
C -1.324982 -1.730764 0.690058  0.0921
C 6.863679 2.592382 1.750462  0.0000
C -1.924449 0.174489 -0.768083  0.1877
C 1.507306 -3.979800 0.923612  0.0007
C -6.815772 0.823165 1.358016  0.0002
C -2.090017 -0.713923 -1.968711  0.1374
C 1.144577 -0.225158 -2.495683  0.0027
C 2.176300 1.803020 -1.791338  0.0019
C -2.525475 -2.038708 -1.487804  0.0269
C -4.916443 0.100164 0.029288  0.0009
C 4.889616 -0.717922 -2.559918  -0.0001
C -4.753306 2.202890 1.216287  0.0035
C -1.392669 1.149797 -3.512920  0.1579
C -3.259062 -0.814189 -6.704746  0.0462
C -4.048779 -3.975888 -1.709664  0.0163
C 6.243854 1.355882 2.422643  0.0000
C 2.548667 -0.270700 2.642120  0.0000
C 2.370428 -1.635524 2.002239  0.0002
C -2.548441 -0.141217 -5.648080  -0.0014
C 3.527089 -0.159050 -2.365735  -0.0006
C 1.670569 2.803683 5.255318  0.0000
C -2.058992 -2.594745 -0.249781  0.0018
C -2.430252 -3.892860 0.143554  0.0177
C 1.843196 -2.608917 2.791906  0.0001
C 3.357177 1.144128 -1.869218  0.0012
C -1.549337 1.867345 -4.752542  -0.0107
C 1.359246 -3.803530 2.271318  0.0002
C -3.260381 -2.216065 -6.715124  -0.0089
H -4.265609 3.136742 1.446683  0.0002
H 0.696632 4.672617 3.671439  0.0000
H -0.943299 3.841921 3.327348  0.0000
H -8.382865 0.478258 2.871241  0.0000
H -1.280391 1.472281 3.921713  0.0000
H -2.003669 -4.414569 1.015630  0.0005
H 2.136411 2.783566 -1.350187  0.0000
H -0.107020 0.721065 5.130930  0.0000
H 5.307068 -0.558651 -3.552732  0.0000
H 0.233917 -0.758247 -2.816046  0.0018
H -0.612510 4.352069 4.966265  0.0000
H -1.070526 0.271084 1.215972  -0.0009
H -0.953447 -2.036558 1.669287  0.0055
H 2.469860 -1.967912 -2.823394  0.0000
H 2.966848 -1.067767 -0.023110  0.0000
H -3.777065 -0.340270 -7.591773  0.0020
H -3.746587 -2.761886 -7.509888  -0.0019
H -6.758670 -0.946832 0.155216  0.0001
H 0.827550 -4.479785 2.866381  0.0000
H -1.889134 -2.873209 -3.773211  -0.0017
H 1.713751 -2.361007 3.837139  0.0000
H -8.852640 1.172620 1.287371  0.0000
H -3.998694 -2.251560 -2.963230  -0.0010
H -4.472217 -0.610445 -0.649976  -0.0003
H -2.536462 1.750564 -6.626154  0.0078
H 4.895825 -1.746307 -2.299931  0.0000
H -1.164607 2.015195 5.609815  0.0000
H 2.330742 -3.317943 -0.913325  0.0000
H -3.738415 -5.556616 -0.270387  -0.0010
H -6.452555 2.690727 2.407875  0.0003
H -2.725949 -4.101940 -5.817360  0.0032
H 0.948183 2.734011 2.372170  0.0000
H -4.832766 -4.442596 -2.289739  0.0016
H 4.354869 1.660699 -1.653904  0.0002
H -1.077709 2.859930 -4.831232  -0.0030
H -8.402960 -0.479722 1.274647  0.0000
H 5.560410 -0.236545 -1.865083  0.0000

Force components x, y, z for each atom (eV/Å):
Ti -1.642 0.203 0.150
Cl 0.494 0.144 -0.057
S 0.015 0.122 -0.089
S 0.269 0.387 -1.158
S 0.432 0.500 0.806
F -0.206 0.594 0.419
F 0.031 0.265 -0.374
F 0.064 0.718 0.476
F 0.489 0.558 -0.218
F -0.217 -0.067 0.264
F -0.572 -0.106 0.477
F -0.321 0.281 -0.049
F -0.407 -0.201 -0.062
F 0.586 0.452 0.751
O 2.162 -1.075 -0.770
O -0.021 0.642 -0.529
O 0.196 -0.184 0.306
O 0.635 -0.330 0.497
O 0.373 0.069 -0.646
O -2.320 -0.423 0.570
O 0.445 -0.278 -0.095
O 0.491 0.132 0.077
C -0.110 0.363 0.328
C 0.984 1.260 -1.179
C 0.380 -0.014 1.497
C -0.396 0.814 -0.001
C 0.329 -0.962 0.432
C 0.836 -1.484 0.461
C -0.608 1.662 -1.349
C 0.330 0.908 0.796
C -0.787 -0.352 -2.396
C -1.230 -0.477 -0.058
C 0.068 -0.361 -0.999
C 0.347 0.642 0.639
C -1.835 0.973 -2.401
C -0.599 -0.491 0.659
C -0.216 -0.651 0.498
C 0.754 0.742 -1.370
C 0.305 -0.287 -1.593
C -0.049 0.502 -0.187
C 0.416 0.337 -0.346
C 1.275 0.425 -1.352
C -0.063 -1.334 -0.142
C -0.609 -0.053 -0.623
C 0.403 -0.556 -0.838
C 0.234 -1.394 0.093
C -1.243 -1.472 0.225
C 1.279 0.163 -0.089
C -0.443 1.289 3.146
C -1.103 -1.119 -1.252
C -0.922 -0.085 0.458
C 0.755 -0.515 0.908
C 0.624 1.062 -0.366
C 0.254 0.682 0.302
C -1.835 -0.582 0.375
C -0.808 -0.804 -1.127
C 0.312 -1.080 -0.398
C 1.297 -0.166 0.954
C -0.823 -0.251 1.291
C 0.046 -0.529 0.206
C 0.029 1.239 -1.048
C -1.082 -1.214 -0.470
C -0.804 0.780 0.079
C 2.123 0.780 0.042
C 1.142 0.899 1.229
C -1.331 -1.055 -1.256
C -0.673 -0.663 0.957
C 3.607 0.232 -0.432
C 0.582 -1.437 1.669
C 0.793 1.390 -0.288
C -0.985 0.997 -1.387
H 0.208 0.016 0.086
H -1.180 -0.353 0.314
H 0.539 0.231 -0.062
H -0.089 -0.250 0.089
H 0.904 -0.017 0.915
H -0.172 0.693 -0.398
H -0.099 0.355 -0.223
H -0.132 -0.099 -0.341
H -0.201 -0.116 -0.195
H 0.659 0.198 0.380
H 0.622 -0.005 -0.263
H 0.308 1.008 1.052
H -0.031 -0.467 -0.456
H -0.432 1.146 -0.195
H -0.421 -0.658 0.502
H 0.984 -0.036 1.303
H -0.192 0.251 -0.451
H 0.168 0.078 -0.046
H -0.553 -0.991 0.737
H -0.034 -0.179 -0.064
H -0.011 -0.121 0.085
H -0.576 0.261 0.332
H 0.267 -0.592 0.710
H 0.129 -0.069 -0.007
H 0.087 0.089 -0.444
H 0.108 -1.204 -0.062
H 0.023 0.486 0.320
H -0.475 0.100 -0.080
H 0.038 -0.270 0.036
H -0.150 -0.224 -0.079
H 0.204 0.870 0.200
H -0.040 -0.207 0.045
H -0.049 -0.053 0.149
H -1.722 -0.392 0.009
H -0.571 -0.606 0.068
H -0.392 -0.222 0.817
H 0.351 0.194 0.164

The expectation value of S² is 0.81. Its largest force on an atom is 3.64 eV/Å. As for the spin multiplicity: 2. Its total charge is -2. As for the LUMO energy (alpha / beta): 3.842 / 3.689 eV. The value obtained for the HOMO energy (alpha / beta) is -1.38 / -2.17 eV.

=====

2.
Here is a structure of composition C49H38BF9FeO2P2 from OMol25. Energies are from ωB97M-V/def2-TZVPD.

Last column: Löwdin spin population.
CARTESIAN COORDINATES (ANGSTROEM)
Fe -0.161620 0.601753 0.915831  1.1805
P 0.145350 2.646385 -0.506835  -0.0022
P 1.735683 -0.607107 0.724102  -0.0439
F -5.061374 1.229484 -4.525438  0.0000
F 5.116813 2.058370 -5.072311  0.0000
F 5.282801 0.268285 -3.865527  0.0001
F -0.119530 9.093705 1.232835  0.0000
F 2.019656 8.779240 1.285156  0.0000
F 6.263172 2.092659 -3.233263  0.0000
F -6.045444 1.829644 -2.690807  0.0000
F 0.816345 8.320428 3.027412  0.0000
F -5.480543 3.323419 -4.147705  0.0000
O -2.409679 -1.151809 -0.473565  -0.0087
O -2.496972 0.801422 0.766310  -0.0117
C -1.058102 -1.101323 3.334005  0.0061
C 3.912665 1.984240 -3.044260  0.0009
C 1.684221 -1.701502 -0.709650  -0.0021
C 1.524264 2.243775 -2.980061  0.0011
C 1.010721 -1.438497 2.157363  0.0100
C -6.089249 -0.731813 -0.583429  0.0003
C 2.335813 -1.326072 -1.886320  -0.0014
C 5.816611 -0.346857 0.832897  -0.0004
C -8.622162 -0.645565 -0.732081  0.0000
C -7.274294 -1.412666 -2.675451  0.0000
C 4.926886 1.322592 2.320058  0.0003
C 2.825476 2.461643 -0.971701  0.0006
C 0.317537 4.531156 1.512000  -0.0006
C -1.590789 1.469832 -2.317649  0.0004
C 0.485825 5.808445 2.030630  0.0000
C -3.726233 -0.735975 -0.343482  -0.0029
C 3.641477 0.925918 1.995329  -0.0024
C -5.087755 2.174950 -3.574256  0.0000
C 0.648250 6.683443 -0.214673  -0.0002
C 0.841928 8.274348 1.689468  0.0000
C 4.529434 -0.750985 0.507328  -0.0039
C -3.784736 0.427532 0.409196  -0.0025
C 6.015727 0.690951 1.730771  -0.0021
C -4.977791 1.045206 0.685701  -0.0003
C -7.448110 -2.828727 -0.613733  0.0000
C -1.331181 2.617957 -1.566112  0.0006
C 5.153233 1.613430 -3.810205  0.0001
C -4.852244 -1.334604 -0.848370  0.0001
C 3.990205 2.231392 -1.681255  -0.0002
C 0.483907 5.412392 -0.727635  -0.0006
C 2.687475 2.008720 -3.697412  -0.0002
C -3.753089 2.328233 -2.893961  0.0000
C 3.435901 -0.105968 1.080622  -0.0119
C 1.385253 -2.484578 2.993063  -0.0033
C 1.586059 2.444695 -1.604169  0.0019
C 2.187614 -2.085829 -3.034610  0.0001
C -0.164947 -0.713047 2.325440  -0.0482
C -3.506948 3.470576 -2.148722  0.0000
C 0.504735 -2.828642 4.003385  0.0158
C -0.704279 -2.145441 4.169389  -0.0047
C 0.719866 -3.582343 -1.853982  -0.0001
C 1.379480 -3.214939 -3.018080  -0.0017
C 0.316034 4.329463 0.138032  -0.0028
C -6.124300 0.438452 0.173023  0.0007
C -2.301018 3.611342 -1.479596  0.0000
C 0.866346 -2.829475 -0.698974  -0.0017
C -2.799124 1.322608 -2.977628  -0.0001
C 0.649679 6.874255 1.164799  0.0000
C -7.350597 -1.388902 -1.141771  0.0000
B -1.681720 -0.206353 0.190571  -0.0576
H -8.753312 -0.631386 0.351530  0.0000
H 2.957279 -0.438143 -1.911011  0.0000
H -7.280767 -0.400967 -3.082900  0.0000
H 7.020840 1.005831 1.978451  -0.0001
H 2.640352 1.845380 -4.765921  0.0000
H 0.576994 2.265582 -3.501874  0.0001
H 0.348186 -3.121821 0.205230  0.0000
H -9.487543 -1.150228 -1.163403  0.0000
H -4.773230 -2.241908 -1.431552  0.0000
H -2.996873 0.431381 -3.557427  0.0000
H 0.086244 -4.459267 -1.841707  0.0000
H 0.745861 -3.642500 4.674952  0.0009
H -5.026654 1.955141 1.267828  -0.0001
H -1.369471 -2.444794 4.969306  -0.0008
H 1.264104 -3.810176 -3.914369  -0.0001
H 0.492395 5.257025 -1.800094  0.0000
H 6.664313 -0.846820 0.383303  -0.0001
H 0.486963 5.970451 3.099111  0.0000
H 4.382137 -1.566039 -0.188314  -0.0002
H 2.792634 1.416754 2.461956  -0.0001
H -8.627114 0.382630 -1.098843  0.0000
H -7.074884 0.908504 0.378183  0.0000
H -6.610806 -3.443187 -0.947409  0.0000
H 0.777867 7.529197 -0.877118  0.0000
H -6.371060 -1.912959 -3.028057  0.0000
H -4.256036 4.248973 -2.087113  0.0000
H -7.466049 -2.843750 0.477457  0.0000
H 4.945971 2.230349 -1.173705  0.0000
H 0.181873 3.693792 2.186921  -0.0005
H 2.888812 2.659011 0.090672  0.0000
H 5.083009 2.120626 3.033866  0.0001
H -2.122919 4.502053 -0.891418  0.0000
H 2.706328 -1.797361 -3.939816  0.0000
H -8.132361 -1.950896 -3.082703  0.0000
H 2.316728 -3.018202 2.853858  -0.0006
H -8.364823 -3.296834 -0.976315  0.0000
H -1.991971 -0.573808 3.487515  0.0002
H -0.854238 0.674748 -2.384406  0.0001

Force components x, y, z for each atom (eV/Å):
Fe 1.347 1.480 0.512
P -0.146 -0.573 -0.131
P -0.460 -0.487 0.281
F -0.021 0.045 0.060
F 0.013 -0.019 0.034
F 0.004 0.064 -0.006
F 0.037 -0.021 0.021
F -0.047 -0.010 0.021
F -0.034 -0.020 -0.036
F 0.071 0.044 -0.077
F 0.003 0.012 -0.051
F 0.024 -0.064 0.011
O 0.358 0.009 -0.024
O 0.277 -0.317 -0.123
C 0.114 0.184 0.018
C -0.068 0.004 -0.021
C 0.144 0.103 -0.082
C -0.044 -0.016 0.026
C 0.491 0.227 -0.166
C 0.010 -0.016 -0.011
C -0.054 0.059 0.000
C 0.019 -0.006 -0.022
C -0.001 0.020 -0.031
C -0.023 -0.005 -0.006
C 0.031 0.023 0.014
C 0.066 0.018 0.052
C -0.053 -0.030 -0.007
C 0.007 -0.009 0.005
C -0.005 0.049 0.007
C -0.279 0.114 0.097
C -0.077 -0.004 0.006
C -0.068 -0.005 -0.008
C -0.010 -0.002 0.014
C 0.005 0.041 0.021
C -0.039 0.039 0.030
C -0.117 -0.046 -0.108
C 0.008 0.011 0.005
C 0.108 -0.024 -0.029
C 0.014 0.010 -0.012
C -0.046 0.101 0.048
C 0.035 -0.031 -0.010
C 0.087 0.038 -0.020
C 0.001 -0.022 0.002
C 0.046 -0.014 -0.009
C 0.064 -0.001 0.002
C 0.029 -0.021 0.030
C -0.014 -0.107 -0.139
C -0.036 -0.021 -0.056
C -0.030 0.109 -0.067
C 0.014 -0.011 -0.017
C -0.843 -0.337 -0.431
C -0.021 -0.028 -0.014
C 0.003 -0.067 0.051
C 0.046 0.002 0.067
C -0.020 -0.030 -0.006
C -0.015 -0.016 -0.009
C -0.009 -0.099 0.038
C -0.078 -0.004 0.029
C 0.038 0.048 -0.034
C 0.082 0.016 0.018
C -0.019 0.026 -0.035
C 0.003 -0.031 -0.002
C -0.061 -0.042 0.005
B -0.888 -0.292 0.212
H 0.007 0.002 0.000
H 0.017 0.017 0.018
H 0.009 -0.011 0.012
H -0.004 -0.007 0.007
H 0.008 -0.003 0.003
H 0.006 -0.003 0.013
H -0.025 0.018 0.016
H 0.003 -0.004 0.006
H 0.007 -0.007 0.007
H -0.008 0.002 0.008
H 0.012 -0.002 -0.006
H 0.017 0.007 -0.005
H -0.005 -0.004 0.003
H -0.008 0.000 -0.006
H 0.000 0.004 0.004
H 0.006 0.002 0.004
H -0.003 0.002 0.004
H 0.004 0.004 -0.004
H 0.000 -0.003 -0.014
H 0.003 -0.003 -0.003
H 0.004 -0.003 -0.001
H 0.009 -0.001 -0.004
H 0.008 0.005 0.004
H 0.005 0.001 -0.001
H -0.004 -0.016 0.000
H 0.001 -0.001 -0.003
H -0.002 0.004 0.000
H -0.003 0.006 -0.015
H 0.001 0.000 -0.008
H 0.003 -0.015 0.038
H -0.005 0.001 -0.007
H -0.008 -0.012 0.013
H -0.002 0.002 0.004
H -0.003 0.012 0.006
H 0.011 -0.005 0.011
H 0.002 0.006 -0.004
H -0.036 -0.050 -0.049
H -0.001 0.002 0.012

The expectation value of S² is 0.82. Its largest force on an atom is 2.07 eV/Å. As for the spin multiplicity: 2. Its total charge is +1. As for the LUMO energy (alpha / beta): -3.570 / -3.270 eV. The value obtained for the HOMO energy (alpha / beta) is -10.93 / -10.92 eV.

=====

These records have energy relative to the best compared isomer or geometry (same formula, charge and spin) values of 0.0 37.2 kJ/mol, in the order they appear.
These records have E values of -5894.56948 -4910.47017 hartree, in the order they appear.